(1)
{"formula": "C72H83N2O15SSi", "method": "ωB97M-V/def2-TZVPD", "multiplicity": 1, "lumo_ev": -3.852, "e_homo_ev": -10.574, "charge": 1, "elements": ["S", "Si", "O", "O", "O", "O", "O", "O", "O", "O", "O", "O", "O", "O", "O", "O", "O", "N", "N", "C", "C", "C", "C", "C", "C", "C", "C", "C", "C", "C", "C", "C", "C", "C", "C", "C", "C", "C", "C", "C", "C", "C", "C", "C", "C", "C", "C", "C", "C", "C", "C", "C", "C", "C", "C", "C", "C", "C", "C", "C", "C", "C", "C", "C", "C", "C", "C", "C", "C", "C", "C", "C", "C", "C", "C", "C", "C", "C", "C", "C", "C", "C", "C", "C", "C", "C", "C", "C", "C", "C", "C", "H", "H", "H", "H", "H", "H", "H", "H", "H", "H", "H", "H", "H", "H", "H", "H", "H", "H", "H", "H", "H", "H", "H", "H", "H", "H", "H", "H", "H", "H", "H", "H", "H", "H", "H", "H", "H", "H", "H", "H", "H", "H", "H", "H", "H", "H", "H", "H", "H", "H", "H", "H", "H", "H", "H", "H", "H", "H", "H", "H", "H", "H", "H", "H", "H", "H", "H", "H", "H", "H", "H", "H", "H", "H", "H", "H", "H", "H", "H", "H", "H", "H", "H"], "coordinates": [[-2.81385, -4.07417, 0.06580], [0.33563, 2.23347, 2.81338], [-1.16376, 3.02209, -7.19448], [6.81185, 9.83200, 10.16043], [7.36206, 2.35928, 2.36471], [-1.17599, -3.53893, -4.92479], [-5.27532, -5.41963, -1.11654], [0.29267, 7.14057, -10.18791], [1.31621, 2.95330, -2.47778], [6.67128, -1.61554, 3.42890], [5.85957, 5.52949, 6.32003], [2.35762, -0.16722, -6.62288], [2.00362, -3.03334, 2.69642], [5.08818, 0.73567, -1.03863], [4.01211, -4.54238, -4.58064], [0.87640, -6.37202, 6.64485], [5.54961, 9.80748, 5.01850], [-7.12233, -3.99564, -1.22908], [-5.09414, -2.17762, -2.78084], [1.75453, -3.80099, 3.60293], [-0.03976, 6.20033, -9.50381], [5.51864, 4.82321, 4.10234], [0.58183, 5.95498, -8.17567], [6.44158, 8.55706, 8.21498], [-5.27091, -0.43708, 2.54034], [-6.15343, -0.81988, -4.49080], [1.01541, -2.87522, -5.49603], [4.49933, -0.49448, 0.86710], [0.73762, 2.30349, -4.66417], [6.12339, 8.55081, 6.92363], [-1.44587, 4.21185, -9.20192], [-2.97351, -6.84583, -4.57350], [2.82754, -4.31100, -4.66621], [-1.83187, 1.59108, 4.61980], [0.99746, 1.52209, -5.70843], [-2.35213, -5.58409, -0.81117], [0.52277, -4.95174, -4.12528], [1.82395, -5.20640, -4.02935], [2.12690, 0.55846, -5.67556], [2.76546, -4.13778, 4.63599], [6.32028, -1.08327, 2.39575], [5.90467, 4.02145, 3.11436], [1.66128, 1.14973, 3.58441], [-4.82865, -0.61392, 4.00017], [1.07514, 3.74240, 1.97913], [1.14072, -5.61011, 5.74307], [4.89324, -1.08379, 1.98994], [-5.98142, -4.70403, -3.24962], [2.48044, -4.97786, 5.62753], [-4.37397, -6.57199, -4.00017], [5.83861, 9.81280, 6.19664], [-0.82470, 3.96979, -7.87719], [0.21835, 4.92090, -7.42234], [1.56351, 2.24545, -3.43021], [-3.51309, -2.97428, -1.18823], [-0.86757, -5.88796, -0.66337], [2.42301, 3.72695, 1.61866], [-1.08413, 5.24530, -9.95665], [0.01704, -3.76510, -4.85906], [-2.28663, -8.05164, -3.93326], [-0.97270, 2.74442, 4.06285], [-3.09981, 1.31270, 3.79889], [-4.69861, -5.08036, -4.00765], [5.92065, 11.08277, 6.96263], [6.23914, 11.08756, 8.25388], [7.03580, 3.08104, 3.28442], [-5.02105, -2.91982, -1.49787], [-5.47112, -2.55995, 1.10554], [6.52404, 9.82410, 8.98354], [7.72835, 3.05424, 4.59452], [0.41698, -4.43173, 3.71478], [-6.24753, -1.31417, -3.05078], [6.21061, 4.80083, 5.41555], [2.19457, 5.93131, 0.68072], [2.31915, -3.12786, -5.40819], [-6.18441, -1.59421, 2.07969], [2.96740, 4.82190, 0.96960], [0.86600, 5.96083, 1.04649], [7.29076, -0.40808, 1.50074], [2.95640, 0.50198, -4.44821], [6.89651, 0.17595, 0.37298], [0.13016, -5.26958, 4.70628], [-5.88504, -2.28611, -0.38936], [-4.20909, 0.63233, 4.63028], [-0.48977, 1.22602, 1.44637], [-7.18387, -2.93821, -0.50519], [-5.77114, -4.28382, -1.79978], [7.34509, 3.85587, 5.58493], [5.47000, 0.18484, -0.02529], [0.30949, 4.86833, 1.70005], [2.69598, 1.28322, -3.40358], [2.45001, 1.74400, 4.04552], [0.62856, -2.01751, -6.03095], [-7.93886, -4.58009, -1.37145], [8.54920, 2.35522, 4.69159], [5.40739, 4.01334, 2.15428], [-8.10036, -2.61438, -0.02867], [-0.83836, -5.74185, 4.81165], [-0.54576, -5.77347, 0.37273], [-3.46034, 2.27792, 3.43784], [-0.45332, 3.22348, 4.89699], [1.33961, 6.66327, -7.86607], [7.58293, 0.68608, -0.28967], [-5.67366, -3.59465, 1.37833], [-4.27018, -1.58938, -2.84420], [-7.07207, -1.15340, 1.61916], [3.05602, 2.86951, 1.81457], [8.32174, -0.41175, 1.82748], [-6.56574, -3.96300, -3.79104], [3.73528, -3.66403, 4.53524], [-2.66503, -5.56334, -1.85349], [-3.85976, -4.49506, -3.62910], [-7.03883, -0.25624, -4.77492], [0.20818, 1.07849, 0.62097], [-2.36226, -5.96312, -4.35856], [-1.52366, 5.44251, -10.92594], [-5.08397, -7.04791, -4.68252], [-3.21325, -1.96813, -0.89102], [5.70838, 11.98965, 6.41075], [-0.84760, 0.25803, 1.80120], [-5.85694, -5.67966, -0.39628], [-2.93952, -8.92351, -3.94064], [-0.30088, -4.16475, 2.94800], [-4.37172, -0.40906, 1.92093], [-2.13936, 1.84551, 5.63550], [1.21667, 0.47538, 4.31573], [-3.78624, 0.35977, 5.59829], [-0.08607, 3.00633, -4.66372], [-4.82406, -4.74777, -5.03876], [-4.13292, -1.45571, 4.06450], [-7.17804, -1.87996, -2.97165], [2.21544, -6.06301, -3.49491], [-5.24120, -0.25190, -4.66243], [-4.47641, -7.00779, -3.00754], [3.06165, -2.48692, -5.86630], [-6.49361, -2.17075, 2.95027], [4.20058, -1.58326, 2.65128], [0.40442, 1.53822, -6.60946], [-6.11112, -1.69019, -5.14902], [-1.33850, 1.79453, 1.05821], [-3.00005, -6.91750, -5.66001], [2.11820, 0.54859, 2.79572], [-1.23226, 0.67716, 4.68172], [-5.00355, 1.35609, 4.82061], [-1.37399, -8.29322, -4.47857], [-0.27698, -5.20121, -1.26733], [-5.72535, -0.86782, 4.57131], [-6.28222, -0.43754, -2.39546], [3.46272, -0.47883, 0.55198], [3.28537, 1.24897, -2.49565], [-2.83707, 0.71645, 2.92586], [7.83102, 3.86064, 6.55218], [-5.94606, -1.19843, -0.40922], [6.30647, 11.99864, 8.83473], [0.66133, 4.72687, -6.45398], [-0.65743, -6.92170, -0.93789], [4.00467, 4.84687, 0.65841], [2.63025, 6.77438, 0.16244], [0.25782, 6.82756, 0.82761], [-0.23147, -5.58595, -3.67528], [-1.62683, 3.49829, 3.61834], [-3.00749, -3.19381, -2.12889], [3.77394, -0.20853, -4.44933], [-2.20281, 3.50205, -9.51010], [3.19926, -5.24025, 6.39307], [-6.60054, -5.60624, -3.18511], [6.05697, 7.63692, 6.35082], [-2.92824, -6.38509, -0.34774], [4.69513, 5.51974, 4.00127], [-0.73805, 4.88101, 1.97271], [-5.76998, 0.52705, 2.43023], [-2.00473, -7.81258, -2.90757], [6.65245, 7.64801, 8.76399], [-4.40638, -2.36920, 1.19337]]}

=====

(2)
{"formula": "C30H59Cl2NO12P", "method": "ωB97M-V/def2-TZVPD", "multiplicity": 1, "lumo_ev": -3.296, "e_homo_ev": -11.477, "charge": 1, "elements": ["Cl", "Cl", "P", "O", "O", "O", "O", "O", "O", "O", "O", "O", "O", "O", "O", "N", "C", "C", "C", "C", "C", "C", "C", "C", "C", "C", "C", "C", "C", "C", "C", "C", "C", "C", "C", "C", "C", "C", "C", "C", "C", "C", "C", "C", "C", "C", "H", "H", "H", "H", "H", "H", "H", "H", "H", "H", "H", "H", "H", "H", "H", "H", "H", "H", "H", "H", "H", "H", "H", "H", "H", "H", "H", "H", "H", "H", "H", "H", "H", "H", "H", "H", "H", "H", "H", "H", "H", "H", "H", "H", "H", "H", "H", "H", "H", "H", "H", "H", "H", "H", "H", "H", "H", "H", "H"], "coordinates": [[-5.47297, -3.66111, -1.90456], [0.73147, -1.22204, -5.93596], [-2.13629, -1.59673, -3.24537], [-8.31315, -1.19653, 1.30606], [0.21612, -3.81887, -0.93413], [3.50947, 7.30860, 2.72350], [-0.59914, 1.14292, 0.21720], [2.04563, -0.60545, 5.41329], [-2.00042, -5.16151, -3.60655], [-7.05432, 0.55192, 1.91972], [3.83692, -1.39930, -3.60713], [3.30446, 1.14300, 6.02695], [1.81167, 8.27504, 3.81975], [-0.21396, 3.10720, 1.22296], [5.22559, -3.15705, -3.59234], [-1.58215, -3.07058, -2.40917], [-1.12130, -4.15317, -3.35974], [-0.40835, -1.38224, -0.48118], [-8.55330, -2.61055, 1.18418], [1.80548, -2.01946, 5.29142], [-0.60388, -0.04547, -5.30555], [3.17105, 9.73525, 2.53262], [4.51226, 7.29311, 1.69097], [-9.36668, -3.12393, 2.35618], [4.23099, -2.42812, -4.14855], [5.84403, 7.78501, 2.22310], [3.83771, -0.92491, 7.06435], [0.51250, 1.02727, 2.31189], [-3.57828, -0.85264, -2.22084], [-5.05021, -0.95466, -2.99908], [-7.29259, -0.64926, 2.00526], [-0.75872, -0.35611, -3.70331], [1.57324, 4.17177, 2.48792], [3.68659, -2.84676, -5.48305], [5.62443, -4.46676, -4.03679], [0.08438, 3.90527, 2.38314], [3.06619, -0.05818, 6.11249], [0.32608, -4.23674, -4.12505], [-0.58520, -2.78719, -1.30743], [2.76149, 8.38735, 3.05025], [6.62329, -4.37121, -5.17340], [-0.01728, 1.49957, -5.43480], [-6.52107, -1.51600, 2.95712], [-0.16549, 1.75576, 1.18843], [0.99210, -2.53285, 6.46341], [-5.44038, -2.52275, -3.40266], [0.45486, 1.54135, 3.26935], [3.88552, -1.97112, 6.76853], [1.23082, -2.15679, 4.36910], [-6.56459, -2.50702, -3.79798], [-2.73891, -2.04669, -4.50691], [-3.69562, -1.54043, -1.25596], [-6.96067, -1.43374, 3.95526], [-8.83603, -2.99433, 3.30205], [-9.12797, -2.74787, 0.26187], [4.75416, -5.07907, -4.29013], [4.17900, 7.84831, 0.80941], [-0.26711, -1.52679, 0.69412], [-4.75878, -2.94633, -4.26552], [-0.44106, 4.85667, 2.24701], [-6.47326, -2.56220, 2.66130], [1.52275, -2.40325, 7.40928], [-1.61218, -0.16792, -5.88682], [6.10313, -4.95150, -3.17911], [2.26866, 10.33592, 2.37913], [1.13132, -3.64258, -3.49744], [-10.30580, -2.56950, 2.44198], [3.68085, 9.70253, 1.57171], [1.55963, 0.85381, 2.04782], [6.61602, 7.71658, 1.45210], [-1.01671, 0.65745, -3.13439], [3.73604, -3.91891, -5.66302], [0.61848, -0.90398, -0.85813], [0.01149, 0.06393, 2.45200], [1.78875, 4.82613, 3.33673], [-3.35510, 0.22959, -1.80705], [6.15532, 7.18810, 3.08537], [-5.02380, -0.28375, -3.96461], [0.66377, -5.38144, -4.09501], [4.87257, -0.56890, 7.09553], [0.26612, -0.73821, -3.22929], [0.56721, 1.86565, -4.48698], [2.62576, -2.57904, -5.52357], [0.05298, -1.97841, 6.54921], [2.14015, 3.24636, 2.61156], [6.19161, -3.88044, -6.04854], [6.96741, -5.36598, -5.46858], [-9.59629, -4.18532, 2.23034], [0.76249, -3.59424, 6.33758], [4.61579, 6.24898, 1.37659], [-1.27568, -0.59738, -0.66635], [3.80904, 10.22612, 3.27310], [-0.92027, 2.26406, -5.58186], [-5.48621, -1.15999, 2.98829], [4.22311, -2.31407, -6.27341], [5.78409, 8.82168, 2.56189], [-7.61686, -3.15914, 1.04785], [3.39811, -0.84265, 8.06249], [1.94157, 4.64859, 1.57485], [0.68580, 1.65485, -6.37325], [7.48972, -3.77527, -4.87198], [-0.32818, 3.45284, 3.28955], [2.74193, -2.56805, 5.15508], [-5.88462, -0.62198, -2.21928], [0.29175, -3.94612, -5.25845]]}

=====

(3)
{"formula": "C8H12NO2", "method": "ωB97M-V/def2-TZVPD", "multiplicity": 1, "lumo_ev": -4.772, "relative_energy_kcal_mol": 49.9, "e_homo_ev": -15.264, "charge": 1, "elements": ["O", "O", "N", "C", "C", "C", "C", "C", "C", "C", "C", "H", "H", "H", "H", "H", "H", "H", "H", "H", "H", "H", "H"], "coordinates": [[-0.00246, -2.13435, 0.01554], [0.99375, -0.17859, 0.46486], [-2.17398, -1.62816, -0.25665], [-1.60188, 0.92943, -0.88128], [-1.34871, -2.53757, -0.25700], [-2.43194, 0.51576, 1.07085], [2.25128, -0.85524, 0.44182], [-2.86112, 1.44457, -0.08478], [-1.45096, -0.24998, 0.12604], [-0.08115, -0.84955, 0.32534], [2.91906, -0.90139, -0.90408], [3.37037, 0.11008, -1.19585], [-0.73931, 1.53753, -0.58312], [2.27438, -1.36967, -1.70192], [1.85493, -1.89020, 0.65557], [2.83848, -0.29792, 1.25947], [-2.14828, 0.86349, 2.01901], [3.83007, -1.49580, -0.93237], [-1.65395, 0.83414, -1.95757], [-3.28624, -0.20125, 1.19668], [-1.42718, -3.64388, -0.32235], [-3.81118, 1.09136, -0.48745], [-2.76226, 2.47738, 0.04066]]}

=====

(4)
{"formula": "C2H8NOS", "method": "ωB97M-V/def2-TZVPD", "multiplicity": 3, "lumo_ev": [-4.428, -8.544], "relative_energy_kcal_mol": 45.4, "e_homo_ev": [-11.241, -15.567], "charge": 1, "elements": ["S", "O", "N", "C", "C", "H", "H", "H", "H", "H", "H", "H", "H"], "coordinates": [[-1.74250, -1.65598, 0.49275], [0.70525, -0.58368, 0.34550], [-2.03114, 0.37834, -1.44162], [2.87909, 0.82807, 0.80927], [-0.29404, -0.61035, 0.98120], [-1.24641, 1.07770, -1.54381], [-0.68646, -0.06199, 1.89245], [-2.20972, -0.11613, -2.26128], [2.17717, 1.59109, 0.67432], [-2.75563, 0.84644, -1.01817], [3.21970, 0.51195, -0.16408], [-1.50355, -2.64259, -0.46086], [3.48825, 0.43711, 1.69433]]}